No. 1
Formula: C2H6N2OS
Source: the OMol25 dataset
Level of theory: ωB97M-V/def2-TZVPD

Multiplicity: 1
ΔE to the lowest compared entry with this formula, charge and spin, eV: 1.919
Structure (SMILES): NNC(=S)CO

Last column: Löwdin charge in e.
Cartesian coordinates (Å):
N -1.056 0.040 -1.200  0.028
N 0.253 0.524 -0.954  -0.105
C 0.934 0.437 0.207  -0.818
S 2.397 1.106 0.317  0.663
C 0.241 -0.356 1.387  -0.287
O -0.304 -1.521 0.958  -0.051
H -1.077 -0.478 -2.088  0.107
H -1.721 0.807 -1.311  0.099
H 0.667 1.114 -1.635  0.100
H 1.062 -0.607 2.097  0.116
H -0.438 0.257 1.926  0.102
H -0.956 -1.324 0.295  0.045

***

No. 2
Formula: C3H12HgNOPS
Source: the OMol25 dataset
Level of theory: ωB97M-V/def2-TZVPD

Multiplicity: 1
Net charge: +2

Last column: Löwdin charge in e.
Cartesian coordinates (Å):
N -1.092 1.529 1.144  0.006
C -0.957 1.670 -0.356  -0.281
C -0.028 0.530 -1.082  -0.331
O 1.419 0.682 -0.854  -0.081
C -0.585 -1.008 -0.740  -0.282
P 0.433 -1.905 0.605  0.559
S 1.728 -2.941 2.002  0.479
H -1.338 0.560 1.445  0.077
H -0.238 1.852 1.649  0.097
H -0.430 2.720 -0.546  -0.179
H -2.018 1.645 -0.863  0.160
H -0.188 0.646 -2.259  0.188
H 1.827 -0.106 -1.361  0.143
H -1.723 -0.848 -0.417  0.130
H -0.570 -1.622 -1.739  0.122
H -0.757 -2.582 1.119  0.073
H 0.791 -0.670 1.288  0.031
H 1.262 -2.447 -0.472  0.065
H 2.896 -2.143 2.043  -0.088
Hg -0.433 4.439 -0.606  1.114

***

No. 3
Formula: C3HClO2S
Source: the OMol25 dataset
Level of theory: ωB97M-V/def2-TZVPD

Multiplicity: 1
ΔE to the lowest compared entry with this formula, charge and spin, eV: 0.000

Last column: Löwdin charge in e.
Cartesian coordinates (Å):
C -1.020 -1.070 -0.359  -0.284
C -1.306 -2.217 0.073  0.182
C -0.827 0.235 -0.193  -0.151
O 1.298 -0.700 0.951  -0.288
O 1.069 1.754 0.982  -0.294
S 0.871 0.506 0.392  0.328
Cl 1.571 0.595 -1.556  0.403
H -1.656 0.897 -0.290  0.103

***

No. 4
Formula: C33H39BCaF5N7OS5
Source: the OMol25 dataset
Level of theory: ωB97M-V/def2-TZVPD

Multiplicity: 1
ΔE to the lowest compared entry with this formula, charge and spin, eV: 0.204

Last column: Löwdin charge in e.
Cartesian coordinates (Å):
Ca -1.232 3.728 1.341  0.910
C 2.474 3.899 -1.746  -0.067
C 1.464 2.802 -1.711  -0.275
C 0.749 2.455 -2.803  0.050
C -0.274 1.470 -2.705  -0.211
N -0.515 0.869 -1.589  0.179
N 0.222 1.168 -0.490  0.021
B -0.030 0.125 0.604  -0.846
N -1.306 -0.676 0.309  -0.017
N -1.068 -1.852 -0.278  0.189
C -2.063 -2.649 -0.532  -0.199
C -3.390 -2.263 -0.222  0.069
C -3.638 -1.063 0.369  -0.241
C -5.019 -0.632 0.738  -0.066
C -2.520 -0.214 0.662  -0.628
S -2.717 1.247 1.497  0.663
C -1.675 -3.989 -1.152  -0.541
C -2.898 -4.862 -1.433  -0.060
C -0.920 -3.735 -2.460  -0.045
C -0.747 -4.716 -0.170  -0.041
N 1.226 -0.787 0.800  -0.008
N 2.027 -1.412 -0.041  0.216
C 3.063 -2.006 0.497  -0.194
C 3.300 -1.960 1.900  0.080
C 2.470 -1.289 2.751  -0.204
C 2.669 -1.141 4.223  -0.020
C 1.379 -0.667 2.112  -0.513
S 0.074 0.356 2.583  0.958
C 4.013 -2.746 -0.427  -0.553
C 3.551 -2.638 -1.879  -0.055
C 5.413 -2.129 -0.295  -0.037
C 4.053 -4.224 -0.017  -0.037
C 1.227 2.093 -0.470  -0.695
S 2.129 2.397 0.901  0.710
C -1.164 1.049 -3.872  -0.538
C -0.837 1.826 -5.146  -0.061
C -2.627 1.299 -3.490  -0.035
C -0.948 -0.450 -4.115  -0.044
H 2.594 4.273 -2.761  0.082
H 3.434 3.559 -1.357  0.068
H 2.150 4.716 -1.097  0.090
H 0.930 2.958 -3.741  0.115
H -4.216 -2.921 -0.447  0.115
H -5.758 -1.321 0.333  0.082
H -5.217 0.377 0.377  0.076
H -5.120 -0.594 1.824  0.089
H -3.580 -4.387 -2.139  0.089
H -3.447 -5.098 -0.520  0.087
H -2.570 -5.805 -1.872  0.088
H -1.548 -3.209 -3.182  0.078
H -0.615 -4.685 -2.902  0.089
H -0.030 -3.132 -2.275  0.070
H -1.265 -4.949 0.762  0.090
H 0.119 -4.095 0.062  0.066
H -0.401 -5.652 -0.611  0.087
H 4.174 -2.458 2.301  0.126
H 3.498 -1.750 4.576  0.085
H 1.762 -1.422 4.760  0.092
H 2.869 -0.095 4.461  0.100
H 3.506 -1.599 -2.204  0.085
H 2.560 -3.069 -2.013  0.071
H 4.255 -3.174 -2.517  0.088
H 5.393 -1.067 -0.540  0.095
H 6.100 -2.626 -0.982  0.089
H 5.815 -2.239 0.713  0.079
H 3.058 -4.669 -0.068  0.085
H 4.435 -4.356 0.996  0.079
H 4.707 -4.776 -0.694  0.090
H -0.971 2.900 -5.009  0.089
H -1.511 1.507 -5.942  0.087
H 0.185 1.641 -5.482  0.087
H -2.805 2.362 -3.320  0.082
H -2.877 0.762 -2.575  0.074
H -3.285 0.956 -4.291  0.087
H 0.094 -0.661 -4.364  0.093
H -1.576 -0.793 -4.940  0.089
H -1.202 -1.012 -3.216  0.050
F -2.157 5.130 8.066  0.113
C -1.616 5.197 6.844  -0.145
C -1.619 4.092 6.012  -0.150
F -2.167 2.943 6.427  0.113
C -1.054 4.188 4.755  -0.230
F -1.094 3.068 3.978  -0.028
C -0.466 5.345 4.254  -0.581
S 0.288 5.434 2.681  0.496
C -0.488 6.439 5.125  -0.246
F 0.049 7.604 4.746  0.079
C -1.046 6.375 6.388  -0.145
F -1.041 7.451 7.184  0.116
O -3.186 4.610 0.735  -0.739
S -2.674 4.752 -0.678  0.695
N -1.290 4.292 -0.864  -0.527

***

No. 5
Formula: C43H44BrN11RbSbSe
Source: the OMol25 dataset
Level of theory: ωB97M-V/def2-TZVPD

Multiplicity: 1
Net charge: -2
ΔE to the lowest compared entry with this formula, charge and spin, eV: 1.451

Last column: Löwdin charge in e.
Cartesian coordinates (Å):
Rb -1.166 1.743 1.688  0.532
C -1.207 -0.434 -3.527  -0.041
C -2.426 -0.358 -2.649  -0.259
C -3.034 -1.511 -2.164  -0.026
C -4.162 -1.441 -1.352  -0.278
C -4.815 -2.695 -0.833  -0.066
C -4.678 -0.193 -1.026  -0.023
C -4.094 0.978 -1.499  -0.256
C -4.656 2.324 -1.138  -0.051
C -2.966 0.877 -2.308  -0.028
H -0.785 0.558 -3.684  0.073
H -1.447 -0.855 -4.507  0.082
H -0.429 -1.064 -3.089  0.071
H -2.610 -2.483 -2.406  0.114
H -5.414 -2.478 0.053  0.065
H -4.070 -3.446 -0.563  0.070
H -5.470 -3.141 -1.586  0.075
H -5.528 -0.130 -0.355  0.118
H -5.473 2.596 -1.814  0.079
H -3.887 3.094 -1.218  0.034
H -5.050 2.320 -0.121  0.039
H -2.492 1.788 -2.657  0.036
C -4.750 -3.751 2.765  -0.076
C -4.699 -2.263 2.935  -0.293
C -5.573 -1.564 3.697  -0.089
C -5.465 -0.153 3.838  -0.178
C -4.574 0.436 2.976  -0.776
Br -4.587 2.386 2.905  0.641
N -3.753 -0.132 2.132  -0.024
C -3.553 -1.509 2.375  -0.253
H -5.646 -4.159 3.238  0.068
H -3.881 -4.229 3.228  0.063
H -4.764 -4.052 1.712  0.049
H -6.382 -2.092 4.193  0.101
H -6.121 0.429 4.465  0.064
H -3.101 -1.980 1.498  0.128
N 0.577 -0.455 4.758  0.115
C -0.608 -1.083 4.414  -0.444
N -1.191 -2.044 5.148  0.055
N -2.297 -2.356 4.494  0.044
N -2.330 -1.621 3.427  -0.106
N -1.301 -0.801 3.318  0.100
C 0.909 0.687 3.998  -0.556
N 0.615 1.933 4.346  0.009
N 1.077 2.673 3.330  -0.165
N 1.594 1.891 2.418  -0.190
N 1.507 0.615 2.815  -0.022
H 0.640 -0.300 5.753  0.122
C 0.829 -2.567 1.383  -0.086
C 2.143 -3.151 0.950  -0.297
C 2.475 -4.455 1.322  -0.057
C 3.675 -5.034 0.941  -0.104
C 4.576 -4.313 0.173  -0.105
C 4.261 -3.014 -0.200  -0.134
C 3.059 -2.421 0.178  -0.339
Sb 2.602 -0.396 -0.390  1.587
C 4.676 0.193 -0.538  -0.325
C 5.301 0.377 -1.767  -0.125
C 6.635 0.759 -1.851  -0.104
C 7.363 0.953 -0.690  -0.108
C 6.752 0.766 0.542  -0.064
C 5.414 0.392 0.641  -0.304
C 4.786 0.201 1.990  -0.074
C 2.427 -0.781 -2.503  -0.354
C 2.445 -2.073 -3.024  -0.123
C 2.260 -2.306 -4.381  -0.105
C 2.060 -1.234 -5.235  -0.104
C 2.034 0.056 -4.726  -0.069
C 2.200 0.304 -3.365  -0.344
C 2.099 1.710 -2.846  -0.085
H 0.300 -3.245 2.052  0.076
H 0.178 -2.375 0.523  0.082
H 0.970 -1.615 1.899  0.026
H 1.773 -5.019 1.927  0.104
H 3.906 -6.047 1.248  0.092
H 5.519 -4.754 -0.129  0.092
H 4.968 -2.443 -0.792  0.096
H 4.743 0.213 -2.681  0.087
H 7.097 0.901 -2.820  0.093
H 8.404 1.252 -0.738  0.091
H 7.321 0.920 1.453  0.101
H 5.495 0.423 2.788  0.075
H 4.440 -0.828 2.126  0.074
H 3.913 0.845 2.117  0.041
H 2.607 -2.915 -2.361  0.085
H 2.270 -3.320 -4.763  0.092
H 1.914 -1.399 -6.297  0.093
H 1.859 0.895 -5.391  0.108
H 2.022 2.429 -3.661  0.079
H 2.964 1.985 -2.237  0.066
H 1.212 1.853 -2.222  0.029
Se -1.010 3.933 -1.770  0.514
C -0.968 5.760 -1.346  -0.756
C -1.162 6.753 -2.318  -0.159
C -1.133 8.089 -1.964  -0.207
N -0.926 8.541 -0.725  0.005
C -0.735 7.598 0.200  -0.194
C -0.745 6.236 -0.047  -0.140
H -1.338 6.473 -3.349  0.076
H -1.288 8.846 -2.729  0.083
H -0.559 7.950 1.213  0.090
H -0.566 5.546 0.767  0.086

***

No. 6
Formula: C25H30N4O3S
Source: the OMol25 dataset
Level of theory: ωB97M-V/def2-TZVPD

Multiplicity: 1
ΔE to the lowest compared entry with this formula, charge and spin, eV: 2.318
Structure (SMILES): COc1ccc(S(=O)(=O)NC[C@H](c2cccnc2)N2CCN(c3ccccc3)CC2)cc1C

Last column: Löwdin charge in e.
Cartesian coordinates (Å):
C -1.929 4.928 -1.457  -0.075
O -1.857 3.721 -2.180  -0.090
C -2.206 2.565 -1.566  -0.228
C -2.679 2.478 -0.260  0.009
C -3.022 1.247 0.277  -0.059
C -2.866 0.106 -0.481  -0.289
S -3.303 -1.500 0.184  0.655
O -2.741 -2.500 -0.675  -0.288
O -4.708 -1.536 0.457  -0.281
N -2.560 -1.599 1.680  -0.122
C -1.160 -1.239 1.757  -0.182
C -0.274 -2.343 1.128  -0.257
C 0.105 -3.412 2.125  -0.145
C 1.302 -4.110 2.005  -0.022
C 1.612 -5.092 2.931  -0.056
C 0.705 -5.348 3.947  -0.160
N -0.448 -4.711 4.058  0.061
C -0.741 -3.779 3.170  -0.098
N 0.913 -1.825 0.469  -0.138
C 0.655 -1.224 -0.826  -0.147
C 1.996 -0.933 -1.507  -0.138
N 2.824 -0.059 -0.703  -0.096
C 2.640 1.318 -0.756  -0.225
C 1.666 1.924 -1.557  -0.024
C 1.559 3.300 -1.636  -0.089
C 2.409 4.120 -0.917  -0.107
C 3.388 3.537 -0.129  -0.092
C 3.507 2.165 -0.053  -0.028
C 3.065 -0.690 0.579  -0.136
C 1.734 -0.958 1.293  -0.149
C -2.395 0.181 -1.780  -0.027
C -2.070 1.399 -2.346  -0.189
C -1.594 1.512 -3.759  -0.022
H -2.954 5.147 -1.141  0.098
H -1.270 4.911 -0.584  0.098
H -1.594 5.702 -2.146  0.098
H -2.794 3.363 0.345  0.108
H -3.413 1.181 1.281  0.120
H -3.148 -1.152 2.365  0.108
H -0.983 -0.296 1.219  0.102
H -0.892 -1.088 2.805  0.134
H -0.884 -2.824 0.354  0.129
H 1.971 -3.879 1.191  0.111
H 2.535 -5.648 2.863  0.099
H 0.900 -6.097 4.703  0.101
H -1.708 -3.310 3.289  0.106
H 0.081 -0.285 -0.741  0.108
H 0.073 -1.928 -1.423  0.131
H 2.542 -1.876 -1.621  0.127
H 1.849 -0.506 -2.498  0.119
H 0.970 1.326 -2.123  0.082
H 0.792 3.732 -2.263  0.092
H 2.318 5.194 -0.975  0.096
H 4.074 4.159 0.428  0.102
H 4.301 1.747 0.546  0.102
H 3.580 -1.638 0.398  0.125
H 3.696 -0.065 1.208  0.107
H 1.253 0.018 1.487  0.130
H 1.914 -1.452 2.250  0.128
H -2.295 -0.736 -2.338  0.121
H -2.337 2.037 -4.357  0.093
H -0.676 2.093 -3.806  0.075
H -1.426 0.528 -4.188  0.085

***

No. 7
Formula: C6H10O2
Source: the OMol25 dataset
Level of theory: ωB97M-V/def2-TZVPD

Multiplicity: 1
ΔE to the lowest compared entry with this formula, charge and spin, eV: 1.230
Structure (SMILES): C=CCCCC(=O)O

Last column: Löwdin charge in e.
Cartesian coordinates (Å):
C 1.329 -2.305 -1.460  -0.019
C 0.467 -1.333 -1.181  -0.185
C -0.279 -1.146 0.148  -0.184
C 0.438 -0.078 0.986  -0.199
C -0.489 1.122 1.235  -0.117
C -0.569 1.992 0.027  -0.503
O 0.158 2.301 -0.878  0.117
O -1.701 2.768 0.191  0.054
H 1.636 -2.591 -2.475  0.057
H 2.025 -2.604 -0.692  0.053
H 0.032 -0.893 -2.092  0.099
H -0.327 -2.132 0.742  0.134
H -1.336 -0.912 0.019  0.103
H 1.340 0.371 0.585  0.111
H 0.859 -0.484 1.891  0.101
H -0.144 1.755 2.084  0.146
H -1.523 0.849 1.444  0.119
H -1.915 3.318 -0.574  0.116

***

No. 8
Formula: C47H45F5O2OsS2SeSi2
Source: the OMol25 dataset
Level of theory: ωB97M-V/def2-TZVPD

Multiplicity: 1
Net charge: +2

Last column: Löwdin charge in e.
Cartesian coordinates (Å):
Os 0.352 0.319 0.128  1.059
C -1.523 -7.501 -2.004  -0.028
C -1.703 -6.064 -1.617  -0.238
C -2.412 -5.715 -0.471  -0.008
C -2.583 -4.385 -0.119  -0.068
C -2.053 -3.401 -0.940  -0.394
C -1.337 -3.717 -2.090  -0.049
C -1.165 -5.047 -2.414  -0.005
S -2.280 -1.728 -0.438  1.102
O -0.950 -1.050 -0.800  -0.723
C -3.514 -1.142 -1.598  -0.303
C -4.804 -1.553 -1.190  -0.066
C -5.899 -1.169 -1.900  0.010
C -5.763 -0.327 -3.029  -0.141
C -6.896 0.103 -3.760  -0.010
C -6.754 0.929 -4.837  -0.043
C -5.471 1.363 -5.231  -0.041
C -4.358 0.962 -4.549  -0.007
C -4.472 0.102 -3.426  -0.105
C -3.322 -0.334 -2.696  -0.152
C -1.987 0.141 -3.189  -0.151
C -1.390 -0.480 -4.325  -0.110
C -1.992 -1.586 -4.972  -0.012
C -1.387 -2.169 -6.050  -0.038
C -0.157 -1.676 -6.534  -0.036
C 0.442 -0.604 -5.933  -0.011
C -0.160 0.023 -4.820  -0.134
C 0.442 1.152 -4.204  -0.003
C -0.135 1.753 -3.134  -0.063
C -1.355 1.236 -2.637  -0.330
S -2.057 1.870 -1.148  1.191
O -0.767 1.881 -0.193  -0.630
C -2.358 3.575 -1.377  -0.389
C -3.701 3.913 -1.488  -0.061
C -4.042 5.236 -1.723  -0.009
C -3.062 6.218 -1.823  -0.235
C -3.422 7.651 -2.071  -0.026
C -1.717 5.849 -1.681  -0.006
C -1.354 4.538 -1.465  -0.051
H -1.772 -8.170 -1.183  0.085
H -0.497 -7.697 -2.313  0.091
H -2.170 -7.748 -2.847  0.098
H -2.824 -6.491 0.160  0.126
H -3.119 -4.119 0.783  0.106
H -0.910 -2.938 -2.708  0.108
H -0.603 -5.311 -3.301  0.127
H -4.915 -2.174 -0.309  0.115
H -6.886 -1.491 -1.597  0.130
H -7.875 -0.235 -3.448  0.124
H -7.622 1.251 -5.394  0.118
H -5.370 2.018 -6.086  0.116
H -3.382 1.302 -4.870  0.121
H -2.937 -1.969 -4.607  0.127
H -1.857 -3.009 -6.543  0.118
H 0.307 -2.146 -7.390  0.119
H 1.382 -0.217 -6.306  0.123
H 1.375 1.531 -4.599  0.128
H 0.333 2.607 -2.664  0.104
H -4.470 3.155 -1.397  0.116
H -5.084 5.509 -1.814  0.126
H -4.498 7.804 -2.047  0.085
H -3.054 7.969 -3.048  0.098
H -2.963 8.300 -1.325  0.095
H -0.951 6.611 -1.739  0.130
H -0.314 4.274 -1.332  0.109
F 6.161 1.248 -2.880  0.164
C 5.001 0.653 -2.625  -0.202
C 4.425 -0.479 -3.280  -0.027
F 3.277 -0.592 -3.943  0.102
C 4.726 -0.796 -1.935  -0.269
F 5.610 -1.633 -1.414  0.163
C 3.620 -0.168 -1.036  -0.447
Se 1.865 -0.948 -1.039  0.959
C 4.233 0.915 -0.355  -0.153
F 5.403 0.902 0.274  0.137
C 3.982 1.279 -1.714  -0.226
F 3.038 2.125 -2.146  0.123
C 0.652 -3.391 1.457  -0.174
Si -0.079 -2.158 2.656  0.448
C -1.912 -2.398 2.992  -0.177
C 0.774 -2.317 4.313  -0.165
C 0.261 -0.361 2.069  -0.469
Si 1.725 0.611 2.731  0.415
C 1.490 1.457 4.368  -0.151
C 1.671 1.951 1.368  -0.218
C 3.334 -0.326 2.662  -0.152
H 0.444 -4.411 1.788  0.050
H 1.739 -3.272 1.438  0.034
H 0.287 -3.298 0.435  -0.005
H -2.205 -3.440 2.855  0.031
H -2.573 -1.778 2.388  0.002
H -2.104 -2.153 4.038  0.043
H 0.538 -3.295 4.741  0.052
H 0.423 -1.566 5.024  0.042
H 1.859 -2.253 4.244  0.023
H -0.652 0.226 2.309  0.056
H 0.483 1.859 4.485  0.044
H 2.196 2.282 4.483  0.050
H 1.672 0.758 5.187  0.041
H 0.983 2.763 1.601  0.060
H 1.581 1.784 0.229  -0.004
H 2.682 2.354 1.259  0.063
H 3.462 -0.913 3.572  0.037
H 4.182 0.359 2.611  0.045
H 3.396 -1.008 1.812  0.027

***

No. 9
Formula: CH2F2INOS
Source: the OMol25 dataset
Level of theory: ωB97M-V/def2-TZVPD

Multiplicity: 1
ΔE to the lowest compared entry with this formula, charge and spin, eV: 1.220

Last column: Löwdin charge in e.
Cartesian coordinates (Å):
C 0.918 -0.617 0.156  -1.061
N -1.532 0.675 0.629  -0.207
O -0.223 0.971 -1.619  -0.399
F 1.240 -1.622 -0.493  0.089
F 0.640 -1.020 1.458  -0.032
S -0.654 0.264 -0.492  0.610
I 2.525 0.866 0.049  0.877
H -1.568 1.476 1.161  0.001
H -1.346 -0.993 -0.848  0.123

***

DFT total energy across the listed records, respectively: -18032.886 -31115.914 -30573.261 -134214.875 -204279.781 -49349.382 -10477.940 -172370.408 -28974.484 eV.
M across the listed records, respectively: 106.2 341.8 136.6 855.9 1081.0 466.6 114.1 1126.4 241.0 g/mol.